Here is a 12-piece molecular cluster, C72H54N6O24 overall in a non-equilibrium geometry from the Open Molecules 2025 dataset. Energies are from wB97M-V/def2-TZVPD.

Total energy   -4909.38444 Ha
E_LUMO   -2.42 eV
Gap between HOMO and LUMO   7.2598 eV
E_HOMO   -9.677 eV
Relative energy (zero: lowest compared OMol25 entry of this formula, charge and spin)   91.6 kcal/mol
SMILES   O=[N+]([O-])c1ccccc1.O=[N+]([O-])c1ccccc1.O=[N+]([O-])c1ccccc1.O=[N+]([O-])c1ccccc1.O=[N+]([O-])c1ccccc1.O=[N+]([O-])c1ccccc1.O=C1C=CC(=O)C=C1.O=C1C=CC(=O)C=C1.O=C1C=CC(=O)C=C1.O=C1C=CC(=O)C=C1.O=C1C=CC(=O)C=C1.O=C1C=CC(=O)C=C1

```
! wB97M-V def2-TZVPD RIJCOSX def2/J DEFGRID3
* xyz 0 1
O -18.02 -31.19 -12.45
N -16.89 -30.84 -12.04
O -15.99 -30.67 -12.78
C -16.63 -30.57 -10.59
C -15.39 -30.07 -10.11
C -15.17 -29.65 -8.76
C -16.16 -29.92 -7.88
C -17.41 -30.44 -8.20
C -17.63 -30.69 -9.56
H -14.52 -29.99 -10.74
H -14.16 -29.38 -8.46
H -15.89 -29.73 -6.85
H -18.26 -30.66 -7.58
H -18.52 -31.13 -9.98
O -7.98 -32.46 -6.13
N -7.61 -31.40 -6.61
O -6.46 -31.04 -6.80
C -8.63 -30.63 -7.35
C -8.66 -29.22 -7.13
C -9.54 -28.38 -7.82
C -10.42 -28.97 -8.72
C -10.41 -30.34 -9.02
C -9.53 -31.18 -8.30
H -8.04 -28.87 -6.31
H -9.71 -27.35 -7.53
H -11.09 -28.40 -9.36
H -11.04 -30.75 -9.80
H -9.35 -32.24 -8.42
O -14.94 -24.36 -4.68
N -15.32 -25.45 -5.00
O -14.72 -26.44 -4.65
C -16.53 -25.70 -5.78
C -17.03 -27.03 -6.07
C -18.10 -27.20 -6.90
C -18.82 -26.11 -7.31
C -18.40 -24.83 -7.05
C -17.19 -24.64 -6.42
H -16.53 -27.92 -5.73
H -18.37 -28.17 -7.29
H -19.69 -26.27 -7.94
H -18.84 -23.95 -7.49
H -16.85 -23.61 -6.51
O -8.78 -23.36 -12.79
N -9.65 -23.23 -11.89
O -9.85 -24.10 -11.05
C -10.61 -22.09 -11.96
C -10.28 -21.00 -12.73
C -11.06 -19.85 -12.59
C -12.16 -19.87 -11.78
C -12.47 -20.93 -11.00
C -11.69 -22.08 -11.11
H -9.41 -20.89 -13.35
H -10.81 -18.86 -12.94
H -12.63 -18.91 -11.65
H -13.27 -20.75 -10.31
H -11.81 -22.80 -10.32
O -15.62 -21.65 -10.56
N -16.75 -22.14 -10.57
O -17.80 -21.48 -10.69
C -16.92 -23.63 -10.58
C -16.21 -24.46 -9.73
C -16.43 -25.79 -9.56
C -17.39 -26.43 -10.30
C -18.07 -25.65 -11.23
C -17.81 -24.27 -11.44
H -15.42 -23.90 -9.24
H -15.81 -26.39 -8.92
H -17.50 -27.48 -10.09
H -18.80 -26.05 -11.91
H -18.45 -23.77 -12.16
O -10.29 -20.37 -8.52
N -9.11 -20.58 -8.93
O -8.63 -21.70 -9.10
C -8.27 -19.43 -9.23
C -6.99 -19.65 -9.72
C -6.18 -18.59 -10.01
C -6.60 -17.35 -9.68
C -7.80 -17.08 -9.08
C -8.69 -18.14 -8.95
H -6.80 -20.59 -10.21
H -5.28 -18.75 -10.60
H -5.89 -16.55 -9.83
H -7.97 -16.04 -8.82
H -9.64 -18.06 -8.46
O -13.76 -20.85 -0.73
C -13.26 -21.92 -1.00
C -11.90 -22.02 -1.57
C -11.24 -23.17 -1.80
C -11.90 -24.50 -1.70
O -11.34 -25.55 -1.97
C -13.28 -24.44 -1.24
C -13.93 -23.20 -0.85
H -11.35 -21.09 -1.53
H -10.21 -23.02 -2.12
H -13.88 -25.33 -1.30
H -14.94 -23.17 -0.48
O -14.46 -29.45 -4.28
C -13.68 -30.30 -4.66
C -14.09 -31.66 -5.07
C -13.16 -32.62 -5.35
C -11.71 -32.44 -5.35
O -11.01 -33.36 -5.70
C -11.32 -31.09 -4.97
C -12.24 -30.16 -4.69
H -15.13 -31.96 -5.01
H -13.48 -33.62 -5.59
H -10.31 -30.73 -4.93
H -11.85 -29.17 -4.46
O -6.69 -24.76 -0.88
C -7.36 -25.53 -1.60
C -8.11 -25.08 -2.73
C -8.82 -25.80 -3.59
C -8.85 -27.34 -3.48
O -9.53 -28.00 -4.25
C -8.14 -27.80 -2.29
C -7.47 -27.04 -1.44
H -8.03 -24.03 -2.97
H -9.40 -25.41 -4.41
H -8.30 -28.85 -2.13
H -7.07 -27.44 -0.52
O -9.53 -17.99 -5.48
C -8.76 -18.91 -5.20
C -7.45 -18.91 -5.85
C -6.60 -19.89 -5.62
C -6.85 -21.06 -4.73
O -6.00 -22.01 -4.50
C -8.29 -21.12 -4.31
C -9.16 -20.14 -4.60
H -7.26 -18.13 -6.58
H -5.70 -19.76 -6.20
H -8.74 -21.99 -3.87
H -10.21 -20.24 -4.39
O -10.51 -23.52 -5.47
C -10.96 -24.43 -6.26
C -11.71 -25.58 -5.78
C -12.42 -26.45 -6.57
C -12.41 -26.39 -8.06
O -13.16 -27.06 -8.77
C -11.53 -25.38 -8.58
C -10.80 -24.53 -7.71
H -11.74 -25.72 -4.71
H -12.81 -27.32 -6.06
H -11.38 -25.38 -9.65
H -10.00 -23.92 -8.11
O -7.91 -26.16 -6.66
C -6.97 -25.40 -6.94
C -5.67 -25.91 -6.57
C -4.59 -25.08 -6.70
C -4.58 -23.67 -7.19
O -3.72 -22.81 -6.94
C -5.94 -23.28 -7.55
C -7.00 -24.06 -7.49
H -5.44 -26.90 -6.21
H -3.63 -25.43 -6.33
H -6.14 -22.29 -7.93
H -7.96 -23.67 -7.80
*
```